79
Properties=species:S:1:pos:R:3:forces:R:3:lowdin_charge:R:1 method="wB97M-V/def2-TZVPD" orbital_gap_ev=3.70 relative_energy_kj_mol=178.31 total_charge=-1 multiplicity=1 max_force_ev_per_a=3.1
N -0.617 -1.401 0.753 0.0 -1.4 0.6 0.2610
H 0.128 -0.876 1.194 0.0 0.1 -0.3 0.0616
H -0.724 -1.298 -0.282 -0.2 0.7 0.0 0.0703
H -1.504 -1.294 1.301 -1.4 0.7 -0.5 0.0546
H -0.435 -2.415 0.881 0.3 0.5 -0.4 0.0575
C -1.563 -3.064 -3.163 0.4 -0.4 0.2 -0.0334
C -1.866 -1.748 -2.418 -0.8 -1.0 0.8 -0.7267
O -0.855 -1.106 -1.995 0.9 0.4 -0.1 -0.1322
O -3.040 -1.528 -2.095 0.2 0.2 -0.5 -0.0182
H -0.636 -3.449 -2.729 0.1 0.0 -0.3 0.0536
H -1.445 -3.016 -4.247 0.0 0.4 0.0 0.0570
H -2.322 -3.820 -2.956 -0.2 0.3 0.0 0.0587
C -2.811 -1.055 3.164 -0.5 -0.7 -1.2 -0.4299
O -3.241 -1.126 1.852 1.3 -0.1 0.4 -0.4281
H -2.805 -0.011 3.530 0.1 -0.1 0.5 0.0400
H -3.419 -1.712 3.825 -0.1 0.4 0.3 0.0331
H -1.782 -1.486 3.315 0.2 0.3 0.2 0.0231
C 0.125 -5.809 2.725 -0.9 0.4 0.9 -0.0812
C -0.007 -4.325 2.351 1.0 -0.4 -0.5 -0.3874
C 1.408 -3.755 2.392 0.8 -0.8 0.0 -0.2393
O 1.496 -2.367 2.461 -0.5 0.5 0.4 -0.1897
C 2.801 -1.859 2.304 -0.2 -0.2 0.0 -0.0990
N -0.578 -4.267 0.966 -0.2 -0.5 1.2 0.0374
H -0.889 -6.202 2.629 0.2 -0.5 -0.2 0.0795
H 0.410 -5.985 3.765 0.1 0.2 0.0 0.0755
H 0.844 -6.325 2.088 -0.1 0.0 -0.2 0.0804
H -0.621 -3.770 3.062 -0.2 -0.1 -0.1 0.1430
H 1.981 -4.150 1.532 -0.3 0.2 -0.3 0.1309
H 1.935 -4.233 3.236 -0.1 0.3 0.3 0.1226
H 2.768 -0.772 2.270 -0.3 0.0 -0.3 0.0800
H 3.166 -2.279 1.364 0.6 0.3 0.1 0.0747
H 3.448 -2.075 3.162 0.0 -0.5 -0.1 0.0879
H -1.584 -4.405 1.079 0.0 0.5 -0.2 0.0993
H -0.299 -5.153 0.552 0.2 0.3 -0.5 0.0756
C -2.133 2.150 0.089 -0.2 0.4 0.7 -0.0658
C -3.158 2.144 -1.049 2.4 -1.7 -1.1 -0.3859
C -3.639 3.523 -1.418 -0.4 0.2 2.2 -0.2425
O -4.682 3.466 -2.344 0.4 0.1 -0.6 -0.1522
C -4.962 4.683 -2.952 -0.8 0.7 0.0 -0.1485
N -2.508 1.463 -2.208 -0.2 0.0 0.0 0.0455
H -1.202 2.654 -0.205 -0.2 0.4 0.0 0.0669
H -1.813 1.147 0.371 -0.4 -0.2 -0.2 0.0632
H -2.545 2.581 1.014 0.2 0.2 -0.1 0.0808
H -3.885 1.364 -0.814 -0.8 0.9 0.3 0.1533
H -2.810 4.223 -1.615 0.1 -0.4 -1.1 0.1241
H -3.979 3.990 -0.467 -0.5 -0.2 -0.1 0.1221
H -5.495 5.376 -2.279 0.2 0.0 0.2 0.0810
H -5.667 4.531 -3.771 0.2 -0.3 -0.1 0.0814
H -4.097 5.228 -3.345 0.2 -0.3 0.1 0.0829
H -1.533 1.717 -2.357 -0.1 0.5 0.2 0.0487
H -2.431 0.489 -1.909 -0.2 0.0 -0.5 0.0155
C 0.618 4.565 2.490 -0.2 0.2 -0.2 0.0627
C 0.293 3.296 2.779 -0.5 0.4 0.1 -0.2290
C 0.757 2.137 1.956 0.2 -0.5 -0.6 -0.3196
O 0.399 1.014 2.220 0.1 0.0 0.2 0.1337
C 1.636 2.447 0.830 -0.1 0.3 0.1 0.0815
C 1.968 3.714 0.573 1.0 0.7 -0.2 -0.2279
C 1.469 4.908 1.348 -1.2 -1.1 0.8 -0.3242
O 1.686 6.043 0.996 0.5 0.2 -0.4 0.1113
O 2.896 4.001 -0.349 0.1 -0.3 -0.6 0.0974
O -0.577 2.959 3.740 0.5 -0.2 0.1 0.1161
H 0.036 5.358 2.948 0.4 0.2 0.2 0.1315
H 2.043 1.661 0.208 -0.1 -0.2 0.2 0.1218
H 2.943 4.946 -0.547 -0.3 0.2 0.4 0.1160
H -0.564 3.633 4.430 -0.3 0.1 -0.1 0.1256
C 4.151 -1.402 -1.846 -0.3 0.1 0.0 0.0814
C 5.009 -0.919 -2.750 0.8 0.2 -0.1 -0.2326
C 4.809 0.389 -3.492 -1.0 0.2 0.5 -0.3258
O 5.690 0.869 -4.176 0.3 -0.4 0.0 0.0962
C 3.495 0.983 -3.302 0.0 -0.3 -0.8 0.0673
C 2.587 0.430 -2.486 -1.1 1.1 -0.1 -0.2400
C 2.871 -0.713 -1.580 1.4 -1.2 -0.3 -0.3006
O 2.088 -1.078 -0.734 -0.3 0.5 0.1 0.1231
O 1.345 0.911 -2.419 0.8 -0.6 0.7 0.1096
O 6.156 -1.563 -3.012 0.2 -0.2 0.3 0.0875
H 4.409 -2.306 -1.312 -0.2 0.0 0.1 0.1298
H 3.123 1.723 -4.000 0.4 0.3 0.2 0.1370
H 0.931 0.371 -1.708 -0.9 0.0 -0.5 0.0930
H 6.803 -0.966 -3.415 -0.3 0.2 -0.3 0.1147

68
Properties=species:S:1:pos:R:3:forces:R:3:lowdin_spin:R:1 method="wB97M-V/def2-TZVPD" orbital_gap_ev="6.62 / 5.94" relative_energy_kj_mol=0.00 total_charge=+1 multiplicity=3 max_force_ev_per_a=2.7
Au -0.871 0.564 0.462 -2.0 -1.3 0.3 0.1290
C -1.661 -0.589 3.297 -0.1 1.2 -1.0 0.2826
C -2.239 0.361 2.319 0.3 -0.9 0.4 0.0350
C -3.438 -1.646 2.311 1.2 -0.9 1.6 0.0948
C -2.346 -1.798 3.221 -2.2 -0.7 -1.2 0.1322
C -3.437 -0.347 1.826 1.0 0.8 0.0 0.2763
C -0.594 -0.325 4.276 0.5 0.3 0.2 0.0491
H -0.093 0.623 4.081 0.0 0.0 0.1 0.0003
H 0.176 -1.112 4.298 -0.3 0.1 -0.1 0.0119
H -1.014 -0.282 5.293 0.1 0.0 -0.2 0.0177
C -2.105 -3.040 3.983 0.3 -0.3 0.2 0.0139
H -1.200 -2.956 4.588 -0.1 -0.2 0.0 -0.0002
H -1.998 -3.897 3.306 0.0 0.1 0.1 0.0049
H -2.943 -3.262 4.658 0.1 0.1 -0.1 0.0049
C -4.435 -2.699 2.025 -0.2 -0.3 -0.2 0.0093
H -5.091 -2.873 2.888 0.1 0.0 -0.1 0.0038
H -3.934 -3.648 1.807 -0.1 0.1 -0.1 0.0025
H -5.067 -2.417 1.176 0.1 -0.2 0.2 0.0000
C -4.509 0.244 1.005 -0.3 0.3 -0.4 0.0505
H -5.431 0.410 1.586 0.3 -0.1 0.0 0.0179
H -4.800 -0.417 0.174 0.1 0.1 0.2 0.0113
H -4.205 1.210 0.595 -0.1 -0.1 0.0 0.0018
C -2.362 1.799 2.685 0.0 1.0 0.2 -0.0003
H -3.067 1.974 3.500 -0.1 0.0 0.1 -0.0010
H -2.687 2.386 1.832 -0.2 0.2 -0.1 0.0016
H -1.403 2.226 2.976 0.0 0.0 0.1 0.0004
C 3.738 0.213 -1.864 1.4 0.4 0.8 0.0015
C 3.922 1.255 -1.028 0.9 -1.1 -0.5 0.0017
C 3.863 2.694 -1.390 0.1 0.8 -0.4 0.0008
C 2.876 3.052 -2.544 1.4 0.0 0.5 0.0004
C 1.608 2.263 -2.597 -0.4 0.1 -1.0 0.0030
C 1.426 1.287 -3.513 0.2 1.2 -0.4 -0.0001
C 2.521 0.499 -4.166 0.6 0.2 -0.5 0.0000
C 3.842 0.282 -3.359 -0.6 0.1 -0.9 0.0003
H 4.881 3.026 -1.676 -0.4 0.0 0.1 0.0000
H 3.418 2.954 -3.498 -0.3 0.0 0.3 0.0001
H 3.603 3.292 -0.501 0.1 -0.3 -0.2 0.0002
H 4.557 1.060 -3.643 -0.1 -0.1 0.2 0.0000
H 3.715 -0.805 -1.453 0.4 0.5 0.0 0.0007
H 4.321 1.063 -0.028 -0.7 -0.1 -0.2 0.0007
H 4.270 -0.669 -3.723 -0.1 0.4 0.2 0.0000
H 2.121 -0.489 -4.442 -0.1 0.3 0.1 0.0000
H 0.476 1.123 -4.024 0.0 -0.4 0.9 0.0003
H 2.775 0.995 -5.125 0.0 -0.4 0.3 -0.0001
H 2.634 4.128 -2.445 0.0 -0.5 -0.1 0.0000
H 0.805 2.650 -1.963 0.0 0.0 -0.7 0.0000
P 1.219 -0.836 0.390 -0.3 0.4 0.3 0.3412
C 2.423 -2.049 0.979 -0.2 -0.5 -0.2 0.0208
C 1.978 0.711 1.119 0.0 0.6 0.0 0.0976
P -0.644 -0.078 -1.846 -0.4 0.2 2.7 0.0304
C 1.091 -0.708 -1.458 0.5 0.1 -0.7 0.0233
C -1.407 1.485 -2.462 0.6 0.7 -0.8 0.0073
C -1.682 -1.413 -2.473 -0.1 -0.1 -0.4 0.0098
H 1.880 -3.005 0.940 0.7 0.2 0.1 -0.0002
H 2.663 -1.781 2.018 0.0 -0.2 -0.4 0.0004
H 3.319 -2.046 0.348 0.0 -0.1 0.3 0.0072
H 2.086 1.501 0.350 -0.1 -0.4 0.5 0.0049
H 2.956 0.477 1.585 -0.5 0.3 -0.3 0.0107
H 1.296 1.113 1.902 0.5 -0.4 -0.4 0.0068
H -1.456 -1.642 -3.528 0.0 0.0 0.4 0.0021
H -2.718 -1.054 -2.422 0.2 -0.2 0.0 -0.0001
H -1.557 -2.295 -1.837 0.0 0.2 -0.2 0.0024
H 1.376 -1.639 -1.973 -0.4 0.1 0.2 0.0003
H 1.844 0.038 -1.771 -0.9 -0.4 0.4 0.0024
H -2.496 1.328 -2.414 0.4 -0.2 0.2 0.0006
H -1.147 1.806 -3.480 -0.3 -0.1 0.3 0.0016
H -1.142 2.278 -1.742 -0.3 -0.4 -0.6 0.0016
Cl -0.494 -2.550 0.590 -0.3 -0.4 -0.1 0.2691

79
Properties=species:S:1:pos:R:3:forces:R:3:lowdin_charge:R:1 method="wB97M-V/def2-TZVPD" orbital_gap_ev=6.63 total_charge=+1 multiplicity=1 max_force_ev_per_a=3.5
C -4.963 -1.601 -0.045 0.2 0.0 0.1 -0.1558
C -3.454 -1.848 -0.247 -0.1 0.2 0.2 -0.5283
S -3.260 -3.575 -0.798 -0.1 0.1 0.1 0.9431
C -1.478 -3.824 -1.163 0.7 -0.1 -0.1 -0.3707
C -0.656 -2.574 -1.068 -0.1 0.0 -0.2 -0.0889
C 0.098 -2.289 0.079 -1.5 -0.9 -1.4 -0.1613
F -0.013 -3.207 1.022 0.3 0.3 0.7 0.1341
C 0.838 -1.165 0.180 1.0 0.5 1.8 -0.0857
C 1.682 -0.901 1.421 0.3 -0.3 0.0 -0.1068
C 2.065 -2.115 2.302 0.8 -0.7 -1.0 -0.1852
C 3.484 -1.914 2.901 -0.9 -0.4 0.3 -0.1636
C 3.717 -2.896 4.078 1.0 1.0 -0.3 -0.2493
O 3.450 -2.271 5.323 -0.5 -0.3 -0.1 -0.0701
N 0.824 -0.249 -0.842 0.7 -0.6 -0.4 0.0604
P 1.655 1.299 -0.800 -0.5 3.4 -0.1 0.4753
O 0.629 2.308 -1.023 -0.7 -0.3 -0.2 -0.2170
O 2.409 1.716 0.539 0.1 -1.6 -0.4 -0.0771
O 2.763 1.251 -1.935 0.0 -0.9 1.1 -0.0561
C 0.137 -0.486 -1.996 -0.9 0.0 -1.1 -0.1645
C 0.144 0.462 -3.181 0.7 0.5 -1.1 -0.5671
Br -1.637 1.255 -3.481 0.4 -0.2 0.5 0.9046
C 0.768 -0.192 -4.491 -0.7 0.1 0.3 -0.2206
C -0.123 -0.114 -5.746 0.7 -0.5 -0.2 -0.1372
C -0.604 -1.655 -2.115 0.1 -0.6 0.1 -0.0238
C -1.460 -2.066 -3.310 -0.9 0.1 -1.2 -0.4155
O -2.604 -1.724 -3.446 0.7 0.0 0.8 0.1168
N -0.899 -2.999 -4.250 0.0 0.9 0.2 0.1834
C -1.861 -3.502 -5.156 -1.2 -1.3 -0.3 -0.4840
O -2.734 -4.268 -4.900 1.1 1.0 0.0 0.2062
F -1.671 -3.066 -6.422 0.4 0.0 0.7 0.1289
H -5.113 -0.526 0.117 0.0 -0.2 -0.1 0.0806
H -5.344 -2.119 0.842 0.1 0.0 -0.2 0.0761
H -5.543 -1.914 -0.920 0.1 0.1 0.2 0.0760
H -3.082 -1.139 -0.997 0.0 -0.3 0.1 0.0600
H -2.935 -1.687 0.707 0.0 0.0 -0.2 0.0761
H -1.054 -4.582 -0.498 -0.3 0.2 0.0 0.0920
H -1.378 -4.222 -2.182 -0.3 0.1 0.2 0.0841
H 1.209 -0.145 2.066 0.1 0.0 -0.3 0.1394
H 2.647 -0.535 1.044 -0.3 0.2 0.3 0.1113
H 2.165 -2.985 1.635 -0.1 0.1 0.3 0.1182
H 1.328 -2.404 3.055 0.1 0.4 0.0 0.1268
H 3.546 -0.868 3.234 0.4 -0.3 0.2 0.1167
H 4.258 -2.096 2.143 -0.3 0.2 0.0 0.1194
H 3.093 -3.787 3.959 0.1 0.2 0.3 0.1229
H 4.779 -3.189 4.061 -0.3 -0.2 -0.1 0.1181
H 3.949 -1.446 5.345 -0.1 0.0 0.3 0.0760
H 1.726 1.927 1.196 0.2 0.3 0.1 0.1112
H 3.265 2.083 -1.900 0.1 -0.1 -0.2 0.1291
H 0.750 1.352 -3.055 -0.3 -0.2 0.5 0.0431
H 1.693 0.341 -4.745 -0.1 -0.1 0.4 0.1180
H 1.077 -1.210 -4.219 0.0 0.1 -0.3 0.0967
H -1.092 -0.608 -5.655 0.1 0.2 0.1 0.0465
H -0.268 0.927 -6.042 -0.1 -0.2 0.1 0.0754
H 0.424 -0.617 -6.558 -0.2 0.2 0.1 0.0935
H -0.074 -2.628 -4.709 0.1 -0.2 0.0 0.1223
C -1.135 6.001 -3.497 0.1 0.1 -0.2 -0.0619
C -2.637 5.823 -3.659 0.3 -0.4 0.4 -0.4924
C -3.315 5.604 -2.316 -0.2 0.1 0.0 -0.0614
O -2.899 4.712 -4.516 -0.2 0.2 -0.3 -0.0650
H -0.686 5.107 -3.053 -0.1 0.0 0.1 0.0709
H -0.660 6.149 -4.469 0.0 0.1 0.0 0.0796
H -0.903 6.858 -2.862 0.0 0.0 0.0 0.0809
H -3.060 6.704 -4.144 -0.1 -0.1 -0.1 0.1401
H -2.935 4.698 -1.835 0.1 0.1 0.0 0.0751
H -4.389 5.470 -2.448 0.0 0.1 0.0 0.0809
H -3.149 6.449 -1.645 0.0 0.0 0.0 0.0809
H -2.529 3.928 -4.098 0.1 0.0 0.1 0.0112
C 1.162 1.720 7.227 0.0 0.1 -0.2 -0.0641
C 1.904 0.430 6.910 0.0 0.2 0.7 -0.5056
C 1.668 -0.623 7.979 0.1 -0.2 -0.1 -0.0573
O 3.306 0.695 6.797 0.0 -0.1 -0.5 -0.0637
H 1.509 2.143 8.172 0.0 -0.1 0.1 0.0842
H 1.347 2.469 6.455 0.0 0.0 0.0 0.0761
H 0.086 1.550 7.297 0.0 0.0 0.0 0.0810
H 1.576 0.047 5.941 0.2 0.0 -0.1 0.1251
H 2.033 -0.276 8.950 -0.1 0.1 0.0 0.0858
H 2.214 -1.537 7.741 -0.1 0.0 -0.1 0.0717
H 0.608 -0.864 8.072 0.0 0.0 0.0 0.0832
H 3.612 1.033 7.645 0.0 0.0 0.0 0.0908

74
Properties=species:S:1:pos:R:3:forces:R:3:lowdin_spin:R:1 method="wB97M-V/def2-TZVPD" orbital_gap_ev="5.70 / 5.70" relative_energy_kj_mol=0.00 total_charge=-1 multiplicity=4 max_force_ev_per_a=2.9
O 0.903 -1.409 -3.131 1.2 -0.8 1.2 0.0003
C -0.136 -0.613 -3.278 -1.0 0.2 0.5 0.0003
C 0.259 0.836 -3.596 -0.5 -0.6 0.2 0.0000
C 0.740 1.678 -2.602 0.1 0.5 0.2 0.0003
H 0.821 1.284 -1.576 -0.2 0.4 -0.6 0.0001
C 1.032 3.018 -2.898 0.0 -0.6 -0.3 0.0000
H 1.431 3.677 -2.122 -0.2 -0.1 -0.2 0.0000
C 0.811 3.498 -4.196 0.0 0.0 0.2 0.0000
H 1.011 4.546 -4.418 -0.1 -0.2 0.0 0.0000
C 0.330 2.640 -5.190 0.2 -0.1 0.0 0.0000
H 0.142 3.006 -6.201 0.1 0.0 0.2 0.0000
C 0.099 1.294 -4.899 0.0 0.5 0.1 0.0001
H -0.256 0.590 -5.657 0.1 0.3 0.2 0.0000
H -0.687 -0.966 -4.181 -0.7 0.3 -0.1 0.0002
C -2.064 -1.987 -2.151 -0.5 -0.3 0.2 0.0001
C -1.391 -0.655 -2.174 0.9 1.1 -2.1 0.0055
H -2.899 -2.028 -2.874 0.3 -0.1 0.2 0.0000
H -2.478 -2.192 -1.148 0.1 -0.1 -0.4 0.0000
H -1.341 -2.768 -2.421 -0.1 0.1 0.1 0.0000
C -2.019 0.483 -1.844 0.2 -0.4 -0.1 0.0054
C -3.475 0.606 -1.550 -0.5 -0.2 0.5 0.0003
H -1.483 1.428 -1.855 -0.1 -0.3 -0.3 0.0000
H -4.006 1.102 -2.378 0.2 0.0 0.0 -0.0001
H -3.658 1.195 -0.645 -0.1 -0.1 -0.1 -0.0001
H -3.942 -0.377 -1.403 0.0 0.3 0.0 0.0000
Co -1.430 -0.474 1.200 0.7 -0.2 -0.6 2.6721
Cl -3.547 -0.304 1.639 -1.4 0.0 0.4 0.0723
C -1.433 -0.292 4.048 1.2 -0.7 -1.9 0.0048
O -0.774 -0.786 3.085 -1.2 0.7 2.5 0.0431
N -1.120 -0.558 5.313 -0.1 -0.1 0.5 0.0020
C -0.125 -1.580 5.608 -0.1 0.1 0.1 0.0007
C -1.926 -0.044 6.414 -0.1 -0.1 -0.3 0.0007
H -2.289 0.376 3.871 0.2 -0.1 0.1 0.0006
H 0.551 -1.677 4.758 -0.1 0.0 0.1 0.0002
H -0.605 -2.546 5.807 0.0 0.1 -0.1 0.0000
H 0.420 -1.277 6.504 0.1 0.0 -0.1 0.0000
H -2.375 0.906 6.104 0.1 -0.2 0.2 0.0001
H -1.287 0.109 7.290 -0.1 0.1 -0.2 0.0001
H -2.735 -0.741 6.683 0.2 0.1 0.0 0.0001
H 4.876 1.377 -1.433 -0.2 0.0 -0.1 0.0000
H 4.316 0.944 1.083 -0.1 0.0 0.0 0.0000
C 3.803 1.567 -1.604 -0.3 -0.2 0.2 0.0000
C 3.319 1.314 0.795 -0.1 0.0 -0.2 0.0002
N 2.994 0.928 -0.571 0.5 -0.4 0.5 0.0002
H 3.510 1.182 -2.584 0.0 0.1 0.1 0.0000
C 2.500 -0.339 -0.769 0.3 -0.1 0.4 -0.0001
O 2.196 -1.101 0.151 0.5 0.7 -0.5 -0.0004
H 2.559 0.907 1.472 0.2 0.1 -0.2 0.0001
H 2.377 -0.615 -1.833 -0.2 0.0 0.1 0.0000
H 3.637 2.651 -1.575 0.0 -0.2 -0.1 0.0000
H 3.337 2.409 0.858 -0.1 -0.2 0.0 0.0000
H 0.453 -5.561 1.297 -0.1 0.0 0.1 0.0000
H 2.197 -5.144 -0.295 0.0 0.2 0.0 0.0001
C -0.258 -4.939 0.746 0.2 0.0 -0.1 0.0003
C 1.555 -4.493 -0.898 -0.4 0.2 -0.1 0.0004
N 0.484 -3.976 -0.052 -0.1 -0.6 0.1 0.0002
H -0.921 -4.405 1.428 0.1 -0.1 -0.1 0.0001
C 0.095 -2.710 -0.109 -1.1 1.3 0.6 0.0046
O -0.780 -2.245 0.683 1.2 -1.5 -1.1 0.0439
H 2.123 -3.650 -1.297 -0.1 -0.2 0.0 0.0000
H 0.545 -2.094 -0.897 -0.1 -0.2 0.1 0.0003
H -0.843 -5.601 0.092 0.0 0.2 0.1 0.0000
H 1.145 -5.091 -1.724 0.1 0.2 0.1 0.0000
C 0.344 2.614 2.245 0.2 0.4 0.1 0.0019
C -0.711 2.197 1.233 -0.1 -0.9 0.0 0.0163
C -0.886 3.213 0.126 0.0 0.5 0.0 0.0034
O -0.406 0.940 0.689 0.6 1.3 -0.3 0.1143
H 1.280 2.886 1.741 -0.2 -0.1 0.1 0.0001
H 0.557 1.795 2.935 0.0 0.0 0.0 0.0001
H 0.001 3.479 2.822 0.1 0.0 0.0 0.0002
H -1.674 2.138 1.775 -0.1 0.1 0.1 0.0035
H 0.030 3.296 -0.470 -0.2 -0.1 0.2 0.0001
H -1.705 2.924 -0.536 0.1 0.0 0.1 0.0001
H -1.120 4.202 0.539 0.0 0.0 0.0 0.0006